No. 1
{
  "formula": "C45H55Br2N4NiP",
  "method": "ωB97M-V/def2-TZVPD",
  "elements": ["Ni", "C", "C", "C", "P", "C", "C", "C", "C", "C", "C", "C", "C", "C", "C", "N", "C", "C", "C", "C", "C", "C", "C", "C", "C", "H", "H", "H", "H", "H", "H", "H", "H", "H", "H", "H", "H", "H", "H", "H", "H", "H", "H", "H", "H", "H", "H", "H", "H", "H", "H", "H", "H", "H", "H", "H", "Br", "C", "Br", "H", "H", "C", "C", "C", "C", "C", "C", "C", "N", "C", "N", "C", "C", "C", "C", "C", "C", "C", "N", "C", "C", "C", "C", "C", "C", "C", "H", "H", "H", "H", "H", "H", "H", "H", "H", "H", "H", "H", "H", "H", "H", "H", "H", "H", "H", "H", "H", "H"],
  "xyz": [[-0.348, -0.307, -0.328], [1.951, 5.158, -2.219], [1.001, 4.959, -1.032], [-0.436, 5.118, -1.522], [1.285, 3.292, -0.207], [2.708, 3.723, 0.948], [2.770, 2.888, 2.236], [4.029, 3.497, 0.193], [-0.158, 3.222, 0.943], [-0.219, 3.983, 2.118], [-1.196, 3.791, 3.082], [-1.223, 4.604, 4.356], [-2.138, 2.789, 2.853], [-2.140, 2.071, 1.673], [-1.192, 2.298, 0.673], [-1.162, 1.544, -0.526], [-2.012, 1.756, -1.616], [-1.598, 1.161, -2.832], [-0.346, 0.343, -2.813], [-2.273, 1.342, -4.028], [-3.420, 2.110, -4.107], [-4.167, 2.321, -5.409], [-3.848, 2.682, -2.920], [-3.198, 2.542, -1.690], [-3.834, 3.267, -0.518], [1.731, 6.106, -2.721], [1.817, 4.353, -2.950], [3.000, 5.179, -1.928], [1.202, 5.725, -0.278], [-0.684, 4.366, -2.279], [-0.559, 6.106, -1.982], [-1.156, 5.034, -0.710], [2.632, 4.784, 1.207], [3.104, 1.867, 2.011], [1.820, 2.815, 2.760], [3.505, 3.325, 2.918], [4.078, 2.466, -0.171], [4.881, 3.660, 0.862], [4.152, 4.155, -0.665], [0.534, 4.750, 2.293], [-0.337, 5.234, 4.440], [-1.260, 3.953, 5.233], [-2.101, 5.254, 4.396], [-2.886, 2.578, 3.617], [-2.887, 1.300, 1.505], [-0.433, -0.447, -2.048], [0.523, 0.965, -2.578], [-0.180, -0.186, -3.751], [-1.887, 0.862, -4.928], [-3.643, 1.844, -6.241], [-4.268, 3.383, -5.645], [-5.177, 1.901, -5.370], [-4.750, 3.295, -2.943], [-4.629, 3.918, -0.888], [-3.132, 3.886, 0.040], [-4.281, 2.574, 0.202], [1.974, -1.412, -0.681], [2.486, -2.479, 0.851], [1.184, -3.740, 1.454], [2.699, -1.789, 1.651], [3.348, -3.039, 0.524], [-6.543, -2.847, 0.801], [-5.711, -3.633, 1.784], [-6.297, -4.475, 2.724], [-5.536, -5.187, 3.643], [-4.155, -5.075, 3.613], [-3.544, -4.260, 2.667], [-4.316, -3.530, 1.764], [-3.738, -2.702, 0.767], [-2.578, -1.961, 0.836], [-2.175, -1.651, 2.087], [-1.028, -0.931, 2.542], [-0.109, -0.403, 1.654], [0.976, 0.270, 2.226], [1.132, 0.415, 3.600], [0.169, -0.119, 4.447], [-0.926, -0.798, 3.931], [-1.987, -1.360, 4.855], [-1.968, -1.584, -0.246], [-2.584, -1.944, -1.493], [-3.710, -1.225, -1.895], [-4.336, -1.489, -3.103], [-3.820, -2.470, -3.937], [-2.700, -3.187, -3.537], [-2.073, -2.956, -2.310], [-0.877, -3.787, -1.905], [-7.600, -2.909, 1.058], [-6.430, -3.225, -0.222], [-6.252, -1.794, 0.791], [-7.381, -4.561, 2.741], [-6.021, -5.827, 4.373], [-3.543, -5.632, 4.314], [-2.462, -4.211, 2.614], [-4.167, -2.715, -0.143], [-2.793, -1.976, 2.808], [1.715, 0.729, 1.570], [1.989, 0.944, 4.009], [0.259, 0.002, 5.522], [-1.762, -1.107, 5.890], [-2.055, -2.454, 4.793], [-2.982, -0.951, 4.629], [-4.077, -0.426, -1.255], [-5.202, -0.910, -3.400], [-4.291, -2.683, -4.891], [-2.299, -3.961, -4.185], [-1.026, -4.831, -2.184], [-0.698, -3.736, -0.832], [0.033, -3.440, -2.407]],
  "lowdin_charge": [0.394, -0.134, -0.559, -0.116, 1.103, -0.555, -0.141, -0.141, -0.308, -0.069, -0.275, -0.053, -0.036, -0.062, -0.332, -0.016, -0.216, -0.224, -0.061, -0.032, -0.294, -0.059, -0.033, -0.189, -0.044, 0.074, 0.075, 0.044, 0.098, 0.079, 0.079, 0.058, 0.093, 0.063, 0.040, 0.086, 0.068, 0.076, 0.044, 0.110, 0.071, 0.076, 0.077, 0.116, 0.113, -0.009, 0.076, 0.097, 0.116, 0.069, 0.074, 0.071, 0.113, 0.072, 0.065, 0.072, 0.785, -0.977, 0.664, -0.005, -0.005, -0.038, -0.208, -0.044, -0.087, -0.083, -0.036, -0.193, 0.149, -0.343, 0.156, -0.238, -0.180, -0.167, -0.088, -0.052, -0.220, -0.042, 0.089, -0.250, -0.041, -0.076, -0.081, -0.043, -0.208, -0.046, 0.078, 0.087, 0.084, 0.112, 0.103, 0.106, 0.113, 0.114, 0.091, 0.052, 0.097, 0.106, 0.077, 0.077, 0.086, 0.126, 0.107, 0.102, 0.112, 0.083, 0.018, 0.071],
  "homo_energy_ev": [-6.3, -6.4],
  "spin_multiplicity": 3,
  "total_charge": 0
}

***

No. 2
{
  "formula": "C45H55ClN4O2S4Si2Ti",
  "method": "ωB97M-V/def2-TZVPD",
  "elements": ["Ti", "O", "C", "S", "C", "C", "S", "S", "S", "C", "Si", "C", "C", "C", "C", "C", "C", "C", "C", "N", "Si", "C", "C", "C", "H", "H", "H", "H", "H", "H", "H", "H", "H", "H", "H", "H", "H", "H", "H", "H", "H", "H", "H", "H", "H", "H", "C", "C", "C", "C", "C", "O", "C", "C", "C", "C", "C", "C", "Cl", "C", "C", "C", "N", "C", "N", "C", "N", "H", "H", "H", "H", "H", "H", "H", "H", "H", "H", "H", "H", "H", "H", "H", "H", "H", "H", "H", "H", "H", "H", "C", "C", "C", "C", "C", "C", "C", "C", "C", "C", "C", "C", "C", "C", "H", "H", "H", "H", "H", "H", "H", "H", "H", "H", "H"],
  "xyz": [[-1.957, 0.465, -0.716], [-2.878, 1.901, 6.027], [-2.963, 1.564, 4.861], [-2.811, -0.095, 4.288], [-3.017, 0.206, 2.556], [-3.215, 1.495, 2.211], [-3.392, 2.107, 0.578], [-3.259, 2.671, 3.523], [-2.931, -1.157, 1.486], [-0.505, -1.983, -4.049], [0.581, -1.098, -2.790], [2.270, -1.046, -3.683], [0.918, -2.250, -1.328], [-0.099, 0.502, -2.211], [-1.028, 1.267, -3.088], [-0.912, 1.588, -4.425], [-1.874, 2.406, -5.046], [-2.924, 2.887, -4.261], [-3.019, 2.519, -2.937], [-2.112, 1.689, -2.348], [1.171, 1.736, -1.708], [2.461, 1.074, -0.481], [0.436, 3.332, -0.996], [2.247, 2.402, -3.128], [-0.024, -2.920, -4.351], [-0.624, -1.363, -4.944], [-1.499, -2.213, -3.662], [2.539, -2.068, -3.976], [3.082, -0.650, -3.066], [2.217, -0.439, -4.593], [1.348, -3.198, -1.669], [0.007, -2.470, -0.764], [1.632, -1.784, -0.640], [-0.049, 1.224, -4.972], [-1.793, 2.670, -6.094], [-3.690, 3.529, -4.679], [-3.840, 2.842, -2.309], [1.998, 0.790, 0.463], [3.204, 1.857, -0.280], [2.992, 0.202, -0.879], [-0.581, 3.220, -0.614], [0.401, 4.088, -1.787], [1.078, 3.719, -0.195], [2.914, 1.656, -3.565], [2.862, 3.226, -2.743], [1.612, 2.807, -3.921], [4.733, -1.962, 4.583], [3.234, -1.760, 4.815], [3.032, -1.087, 6.179], [2.571, -3.144, 4.881], [2.628, -0.936, 3.633], [2.611, -1.799, 2.485], [3.430, 0.306, 3.218], [3.542, 1.508, 4.164], [4.041, 2.700, 3.385], [5.397, 2.849, 3.124], [5.869, 3.897, 2.349], [4.963, 4.804, 1.826], [5.547, 6.127, 0.850], [3.608, 4.680, 2.065], [3.153, 3.628, 2.848], [1.154, -0.591, 3.911], [0.552, 0.186, 2.851], [0.031, -0.224, 1.695], [-0.472, 0.807, 1.049], [-0.242, 1.851, 1.880], [0.392, 1.529, 2.985], [5.133, -2.642, 5.339], [5.288, -1.023, 4.657], [4.918, -2.401, 3.601], [3.497, -1.707, 6.951], [1.977, -0.992, 6.438], [3.486, -0.099, 6.234], [3.068, -3.744, 5.648], [2.648, -3.664, 3.928], [1.515, -3.081, 5.154], [3.056, -1.367, 1.749], [2.961, 0.671, 2.304], [4.435, -0.016, 2.927], [4.230, 1.303, 4.987], [2.566, 1.736, 4.592], [6.100, 2.131, 3.533], [6.925, 4.012, 2.145], [2.913, 5.390, 1.637], [2.093, 3.507, 3.028], [1.021, -0.008, 4.817], [0.579, -1.510, 4.012], [-0.003, -1.252, 1.380], [-0.582, 2.850, 1.664], [-4.601, -5.976, -3.350], [-3.435, -5.992, -2.597], [-2.947, -4.818, -2.043], [-3.593, -3.585, -2.218], [-4.774, -3.592, -2.975], [-5.263, -4.768, -3.528], [-2.969, -2.399, -1.594], [-3.204, -1.085, -1.735], [-4.276, -0.570, -2.596], [-4.096, -0.371, -3.969], [-5.122, 0.130, -4.756], [-6.349, 0.461, -4.192], [-6.524, 0.308, -2.821], [-5.501, -0.191, -2.030], [-4.991, -6.889, -3.786], [-2.899, -6.922, -2.439], [-2.035, -4.841, -1.457], [-5.323, -2.675, -3.131], [-6.180, -4.734, -4.106], [-2.163, -2.695, -0.920], [-3.134, -0.603, -4.413], [-4.954, 0.278, -5.817], [-7.149, 0.856, -4.808], [-7.465, 0.588, -2.360], [-5.623, -0.291, -0.958]],
  "lowdin_charge": [0.557, -0.131, -1.067, 0.895, -1.187, -1.175, 0.491, 0.904, 0.508, -0.163, 0.428, -0.202, -0.168, -0.408, -0.433, -0.078, -0.112, -0.119, -0.145, -0.082, 0.443, -0.168, -0.166, -0.183, 0.026, 0.023, 0.004, 0.017, 0.005, 0.018, 0.027, 0.007, 0.006, 0.101, 0.076, 0.089, 0.091, -0.014, 0.030, 0.016, -0.002, 0.031, 0.016, 0.004, 0.021, 0.018, -0.050, -0.515, -0.040, -0.045, -0.421, -0.008, -0.109, -0.136, -0.225, -0.042, -0.114, -0.674, 0.628, -0.098, -0.018, -0.054, -0.091, -0.187, -0.003, -0.228, 0.144, 0.082, 0.077, 0.091, 0.085, 0.085, 0.067, 0.082, 0.086, 0.084, 0.092, 0.096, 0.121, 0.100, 0.111, 0.113, 0.098, 0.107, 0.104, 0.125, 0.136, 0.113, 0.107, -0.135, -0.117, -0.053, -0.191, -0.017, -0.105, -0.172, -0.196, -0.284, -0.059, -0.108, -0.131, -0.105, -0.048, 0.082, 0.087, 0.105, 0.097, 0.091, 0.053, 0.106, 0.093, 0.079, 0.090, 0.113],
  "homo_energy_ev": [0.3, -1.5],
  "spin_multiplicity": 3,
  "total_charge": -2
}